Entry from OMol25: 8 unconnected molecules or ions with the total composition C48H55BBrCl3F8I2N4O30P (the ωB97M-V functional and the def2-TZVPD basis).

Atoms and positions in Å:
C1 0.88663 2.33940 -1.93671
C2 0.46587 0.89771 -1.63061
B1 -0.62294 0.85597 -0.50147
O1 -1.41597 1.94520 -0.30282
C3 -0.87862 -0.52053 0.39839
Cl1 -2.61010 -0.44061 0.89139
N1 -0.66849 -1.69555 -0.49785
C4 -1.86887 -2.23292 -1.17035
C5 -2.48862 -1.33102 -2.22517
O2 -1.93543 -0.82402 -3.12650
Br1 -4.40089 -1.07389 -2.00633
C6 0.03201 -2.74619 0.06037
N2 0.62667 -3.68039 -0.65396
C7 1.04844 -4.92257 0.06964
C8 2.16364 -5.75322 -0.55164
C9 0.83271 -3.71847 -2.11086
Cl2 0.77722 -2.18353 -2.94187
C10 -0.03378 -4.87309 -2.77744
C11 0.84663 -5.83687 -3.56431
Cl3 -1.25170 -4.21795 -3.91145
N3 0.09290 -2.84885 1.42382
I1 -1.58509 -3.65585 2.33842
C12 0.83502 -1.73353 2.03127
C13 0.97258 -2.07279 3.51004
O3 2.12316 -1.42709 4.02241
C14 2.31294 -1.50376 5.38972
C15 2.98498 -0.44802 5.98711
C16 3.19574 -0.44940 7.35488
C17 2.74285 -1.49850 8.14343
C18 2.08762 -2.56488 7.54168
C19 1.87339 -2.56564 6.16573
C20 2.26403 -1.64934 1.44597
C21 3.18627 -2.85659 1.45384
O4 3.64392 -3.22862 0.41709
I2 3.85120 -3.93065 3.17651
C22 0.12210 -0.36831 1.65578
O5 1.08456 0.58450 1.03341
C23 1.69487 1.42640 1.79280
N4 2.24631 2.16265 2.46106
P1 -0.88023 0.37930 3.10897
C24 0.25226 0.77071 4.49468
O6 -1.17643 1.86766 2.51250
H1 1.06850 2.91537 -1.03617
H2 0.06177 2.82807 -2.43797
H3 1.72661 2.36865 -2.61882
H4 1.33266 0.28336 -1.41698
H5 -0.04024 0.52392 -2.52050
H6 -2.27727 1.82417 -0.72838
H7 -1.61112 -3.12977 -1.72130
H8 -2.64789 -2.54670 -0.48790
H9 1.28762 -4.71681 1.09616
H10 0.15808 -5.54444 0.10864
H11 2.92646 -5.17824 -1.05359
H12 1.78182 -6.53137 -1.19067
H13 2.66788 -6.25721 0.26391
H14 1.85785 -3.99923 -2.27903
H15 -0.59251 -5.37332 -1.99990
H16 1.86472 -5.48204 -3.68536
H17 0.90868 -6.79246 -3.06231
H18 0.44772 -6.03564 -4.54634
H19 0.10834 -1.85649 4.13405
H20 1.13708 -3.14542 3.57524
H21 3.33517 0.37589 5.38879
H22 3.69012 0.38187 7.82594
H23 2.88238 -1.50534 9.20866
H24 1.72577 -3.38669 8.13394
H25 1.36010 -3.39812 5.71156
H26 2.21003 -1.38808 0.39521
H27 2.80217 -0.84125 1.92591
H28 0.10092 0.02974 5.27029
H29 1.30252 0.80981 4.25961
H30 -0.01187 1.73987 4.90249
H31 -1.21259 2.49208 3.24533
C25 4.40503 -1.23063 -2.46601
C26 5.04759 -1.70907 -3.74826
O7 4.28946 -1.02991 -4.73012
C27 3.81914 0.12580 -4.17358
O8 3.35636 1.03031 -4.77447
O9 3.95582 0.07668 -2.82197
F1 4.89946 -3.04903 -3.91585
H32 3.54686 -1.84844 -2.20330
H33 5.08890 -1.19021 -1.62233
H34 6.10131 -1.45091 -3.85715
C28 -3.19471 4.62358 -4.73019
C29 -2.07101 3.67882 -4.36203
O10 -2.55013 3.10255 -3.15206
C30 -3.90882 3.12689 -3.19879
O11 -4.61598 2.49792 -2.48303
O12 -4.33765 3.94747 -4.17816
F2 -0.91038 4.32404 -4.11523
H35 -3.07717 5.59262 -4.24700
H36 -3.31085 4.76339 -5.80059
H37 -1.88766 2.88627 -5.08916
C31 -4.94981 -7.08955 0.56111
C32 -5.11617 -7.86495 1.85228
O13 -4.20184 -7.18707 2.71814
C33 -4.09909 -5.92406 2.28399
O14 -3.62298 -5.02730 2.92017
O15 -4.60031 -5.78144 1.05185
F3 -4.74264 -9.15160 1.72897
H38 -4.12595 -7.48395 -0.03373
H39 -5.84946 -7.04768 -0.04435
H40 -6.11413 -7.82013 2.28856
C34 0.58184 7.23388 -1.35965
C35 0.14138 7.15809 -2.80570
O16 0.15101 8.51766 -3.19579
C36 1.07321 9.16181 -2.42645
O17 1.50818 10.23799 -2.65645
O18 1.42505 8.39132 -1.37285
F4 -1.11401 6.66200 -2.93562
H41 -0.26643 7.40717 -0.69653
H42 1.13149 6.35841 -1.02642
H43 0.81094 6.59188 -3.45489
C37 3.65543 1.70533 12.27670
C38 4.04630 0.88986 11.06356
O19 3.18696 1.40709 10.06056
C39 2.90460 2.70660 10.39634
O20 2.42855 3.49691 9.65909
O21 3.25318 2.94230 11.68028
F5 3.79562 -0.43276 11.23440
H44 2.81000 1.25618 12.79889
H45 4.47218 1.86287 12.97483
H46 5.08344 1.01494 10.74911
C40 -8.66146 3.32092 -3.29368
C41 -7.82772 2.68120 -4.37941
O22 -8.26197 3.36074 -5.54045
C42 -8.68023 4.60462 -5.15522
O23 -8.86395 5.51205 -5.88809
O24 -8.84007 4.64477 -3.80833
F6 -8.09625 1.35536 -4.51008
H47 -9.63024 2.82919 -3.19639
H48 -8.16636 3.34221 -2.32703
H49 -6.75321 2.82015 -4.25879
C43 -1.14067 -10.72946 -3.65445
C44 -0.85948 -9.40678 -4.33448
O25 0.54926 -9.38488 -4.38687
C45 0.98655 -10.68740 -4.42186
O26 2.07910 -11.02005 -4.71023
O27 -0.02827 -11.51899 -4.08006
F7 -1.28229 -8.33851 -3.60001
H50 -1.12081 -10.62827 -2.56802
H51 -2.07858 -11.18414 -3.95978
H52 -1.26357 -9.32084 -5.34380
C46 2.83978 13.20192 -3.32770
C47 2.73049 14.27523 -2.26894
O28 2.70418 15.46162 -3.03999
C48 2.17369 15.15083 -4.26060
O29 1.78288 15.94229 -5.04687
O30 2.15229 13.80750 -4.43017
F8 3.80810 14.29940 -1.44493
H53 3.88031 13.02196 -3.60181
H54 2.37614 12.26432 -3.04143
H55 1.82568 14.22248 -1.66153

Computed properties:
Total charge   +1
LUMO level   -3.77 eV
HOMO level   -10.924 eV

Entry from OMol25: a molecular structure, C48H55N5O3P2S2Sr (the ωB97M-V functional and the def2-TZVPD basis).

Atoms and positions in Å:
Sr1 0.52879 -0.06859 0.98557
N1 2.88372 1.38311 0.46951
C1 4.19721 1.28224 1.17964
C2 4.10413 1.20343 2.64481
C3 3.71724 -0.24421 3.16370
N2 2.28518 -0.56758 3.09069
H1 2.99972 1.42961 -0.57606
H2 2.37349 2.31102 0.74039
H3 4.94372 2.09165 0.87734
H4 4.64462 0.31975 0.91683
H5 3.46213 1.94664 3.13023
H6 5.11993 1.44261 3.03436
H7 4.11911 -0.48036 4.18754
H8 4.23890 -0.94162 2.47507
H9 1.78147 -0.02067 3.75423
H10 2.19832 -1.58462 3.26050
C4 -1.35136 1.53482 -4.02801
N3 -0.52463 1.38195 -2.82814
P1 1.09927 0.91338 -3.00659
C5 1.81183 2.33159 -3.87978
C6 2.45425 3.34520 -3.22156
C7 3.00557 4.43568 -3.92880
C8 2.85249 4.53377 -5.30424
C9 2.03957 3.59651 -5.91413
C10 1.52551 2.50209 -5.22734
C11 1.17427 -0.40103 -4.30291
C12 2.38646 -0.58271 -4.98725
C13 2.56028 -1.49253 -6.04164
C14 1.49728 -2.34215 -6.28500
C15 0.30148 -2.29682 -5.47864
C16 0.16750 -1.36714 -4.44819
P2 -1.37230 1.89377 -1.24580
C17 -1.48934 3.75993 -1.44228
C18 -0.75997 4.55169 -0.66399
C19 -0.64610 5.89681 -0.98250
C20 -1.17311 6.39903 -2.16792
C21 -2.00666 5.57592 -2.92944
C22 -2.28096 4.25124 -2.49628
C23 -3.07846 1.29674 -1.34969
C24 -3.28814 -0.04165 -1.51800
C25 -4.56443 -0.60150 -1.56945
C26 -5.65447 0.21122 -1.46378
C27 -5.46900 1.56435 -1.31222
C28 -4.18879 2.10561 -1.18399
H11 -2.41204 1.25039 -3.87661
H12 -0.93001 0.87393 -4.86564
H13 -1.36313 2.55344 -4.41322
H14 2.48931 3.37134 -2.17448
H15 3.63946 5.16678 -3.41181
H16 3.29921 5.35621 -5.87129
H17 1.71511 3.65756 -6.95764
H18 0.96074 1.73295 -5.79526
H19 3.21754 0.08675 -4.85312
H20 3.51384 -1.65827 -6.56912
H21 1.61268 -3.09172 -7.06704
H22 -0.41173 -3.10580 -5.62128
H23 -0.68958 -1.32229 -3.81589
H24 -0.28976 4.09390 0.20524
H25 0.04878 6.40663 -0.27241
H26 -0.87435 7.40913 -2.52951
H27 -2.56194 5.96250 -3.81212
H28 -2.87388 3.55879 -3.03230
H29 -2.44742 -0.66949 -1.54823
H30 -4.76929 -1.68777 -1.61694
H31 -6.64013 -0.14811 -1.51870
H32 -6.33831 2.25032 -1.29764
H33 -4.00922 3.16838 -1.00882
C29 -0.93271 -4.77844 -2.27982
C30 0.08065 -5.25760 -1.25019
C31 -0.20567 -6.31205 -0.44834
C32 0.82293 -6.91726 0.23242
N4 2.01153 -6.30872 0.39838
C33 2.29039 -5.17944 -0.34837
S1 3.89656 -4.66469 -0.51876
N5 1.32071 -4.65735 -1.21784
C34 0.71904 -8.27170 0.81267
H34 -1.84852 -5.33767 -2.17543
H35 -0.63097 -4.87040 -3.35456
H36 -1.19336 -3.72371 -1.97049
H37 -1.21493 -6.66371 -0.47497
H38 1.42954 -3.70650 -1.58879
H39 1.43443 -8.95133 0.29183
H40 -0.28777 -8.67918 0.84583
H41 1.07902 -8.20023 1.79578
O1 1.36300 -1.44993 -0.52480
O2 -0.01446 -1.67454 -0.45507
O3 -1.17728 0.63442 2.86255
S2 -2.41647 0.41338 3.66573
C35 -1.89085 0.63639 5.41208
C36 -1.30800 2.00649 5.60852
C37 -2.12256 3.17924 5.57326
C38 -1.49337 4.38177 5.90512
C39 -0.07383 4.43895 6.18275
C40 0.64504 3.25104 6.33745
C41 0.01101 2.03212 6.02895
C42 -2.82898 -1.36333 3.56334
C43 -1.79177 -2.30770 4.12442
C44 -0.99889 -2.98910 3.14430
C45 -0.02249 -3.87111 3.54268
C46 0.23438 -4.11122 4.92239
C47 -0.47705 -3.43910 5.91289
C48 -1.55901 -2.58117 5.49702
H42 -1.12833 -0.14636 5.53986
H43 -2.74964 0.45149 6.06035
H44 -3.20534 3.16123 5.28624
H45 -2.03710 5.37507 5.88688
H46 0.51861 5.37849 6.12524
H47 1.64694 3.22186 6.80857
H48 0.60041 1.13436 5.97215
H49 -3.03774 -1.64047 2.51819
H50 -3.79840 -1.44707 4.15210
H51 -1.20380 -2.81504 2.07580
H52 0.57598 -4.38527 2.75410
H53 1.00545 -4.83138 5.13551
H54 -0.35595 -3.66011 6.95540
H55 -2.19192 -2.17713 6.27375

Computed properties:
Relative energy (zero: lowest compared OMol25 entry of this formula, charge and spin)   540.7 kJ/mol
Total charge   +2
LUMO level (spin up / spin down)   -5.60 / -8.23 eV
HOMO level (spin up / spin down)   -11.947 / -11.949 eV

Entry from OMol25: a molecular structure, C48H56Cl2N4O2PSbSiY (the ωB97M-V functional and the def2-TZVPD basis).

Atoms and positions in Å:
Y1 -1.04894 -0.15999 0.80824
C1 -2.88000 4.68492 -2.87642
C2 -3.47423 3.37688 -3.23527
C3 -3.86005 3.02828 -4.55801
C4 -4.45785 1.79942 -4.76699
C5 -4.69953 0.98040 -3.66602
C6 -4.20714 1.37728 -2.42384
N1 -3.60614 2.51861 -2.20492
Sb1 -4.31009 0.03002 -0.58706
C7 -3.10592 -1.45166 -1.64554
C8 -3.78445 -2.13297 -2.64943
C9 -3.22043 -3.29526 -3.14499
C10 -2.03818 -3.79107 -2.60980
C11 -1.50395 -3.13658 -1.48493
C12 -0.39768 -3.76240 -0.68886
N2 -1.95355 -1.88660 -1.07150
C13 -3.93794 -1.05995 1.27752
C14 -4.83968 -2.08831 1.54934
C15 -4.94295 -2.48260 2.89146
C16 -4.29409 -1.67156 3.84111
C17 -3.34483 -0.68516 3.46080
C18 -2.65954 0.22273 4.46783
N3 -3.05639 -0.51131 2.12658
H1 -3.65454 5.35586 -2.45158
H2 -2.16556 4.52475 -2.05674
H3 -2.43595 5.21069 -3.74541
H4 -3.72167 3.71199 -5.39661
H5 -4.75792 1.48808 -5.75237
H6 -5.27252 0.04988 -3.77272
H7 -4.74892 -1.78173 -3.01940
H8 -3.74192 -3.88627 -3.89738
H9 -1.56637 -4.68309 -2.99752
H10 -0.10279 -3.09958 0.14706
H11 0.47709 -3.91956 -1.33486
H12 -0.66975 -4.74197 -0.27997
H13 -5.40995 -2.58242 0.77366
H14 -5.56546 -3.32534 3.16306
H15 -4.48200 -1.86911 4.89074
H16 -3.29385 0.99964 4.90435
H17 -2.30651 -0.39072 5.32644
H18 -1.78497 0.70135 3.97519
C19 0.99536 -0.54186 -0.54785
Si1 2.66309 -0.13047 -1.32501
C20 2.45645 1.01983 -2.86197
N4 1.36470 1.92899 -2.71543
C21 1.45544 3.01300 -1.76207
C22 2.21849 4.26458 -2.27308
C23 2.22826 4.36086 -3.81124
C24 1.00126 3.69694 -4.45563
C25 0.59637 2.29313 -3.89429
C26 3.77181 0.82147 -0.13365
C27 4.60513 1.88991 -0.47094
C28 5.47722 2.38015 0.49717
C29 5.56537 1.79831 1.76200
C30 4.72920 0.73784 2.08342
C31 3.82273 0.26782 1.14196
C32 3.66897 -1.65658 -1.90034
C33 3.71886 -2.02216 -3.25118
C34 4.48891 -3.09813 -3.68516
C35 5.19158 -3.89376 -2.75835
C36 5.10379 -3.52987 -1.40425
C37 4.40693 -2.41729 -0.98839
H19 1.14106 -1.55936 -0.09650
H20 0.28886 -0.76090 -1.38720
H21 2.25334 0.38546 -3.73395
H22 3.42494 1.51102 -3.10277
H23 0.41529 3.27051 -1.51685
H24 1.95023 2.65350 -0.83759
H25 1.71456 5.14635 -1.85804
H26 3.24829 4.28149 -1.85889
H27 3.10577 3.82073 -4.21216
H28 2.30144 5.40084 -4.16631
H29 1.17265 3.59729 -5.55383
H30 0.11573 4.34274 -4.34844
H31 0.75631 1.49382 -4.65967
H32 -0.48436 2.31861 -3.61664
H33 4.61445 2.32115 -1.49313
H34 6.12464 3.21872 0.26760
H35 6.28512 2.17193 2.49950
H36 4.77886 0.27468 3.05678
H37 3.11320 -0.53067 1.40882
H38 3.12658 -1.46374 -4.01835
H39 4.47854 -3.33056 -4.75117
H40 5.76698 -4.74890 -3.07755
H41 5.58370 -4.16334 -0.67659
H42 4.47573 -2.11712 0.05184
Cl1 -0.85514 5.24563 1.36572
C38 -1.20143 3.74939 2.21919
Cl2 -1.71905 3.99201 3.88136
C39 0.01260 2.80535 2.12896
O1 1.11008 3.06703 2.57131
O2 -0.44149 1.72519 1.49192
H43 -2.10724 3.38897 1.72280
C40 -2.88709 1.31707 0.30032
H44 -3.43096 1.72840 1.16874
H45 -2.63153 2.14211 -0.34627
C41 1.72084 -3.05079 2.50601
P1 0.63395 -1.67991 3.09021
C42 1.70658 -0.40797 3.80210
C43 -0.09321 -2.47067 4.57143
C44 0.13924 -1.98347 5.86210
C45 -0.57879 -2.50163 6.93783
C46 -1.51045 -3.50367 6.75003
C47 -1.69276 -4.04984 5.46997
C48 -0.99691 -3.55598 4.38977
H46 1.09516 -3.92944 2.32572
H47 2.50798 -3.28219 3.24317
H48 2.19522 -2.75405 1.57119
H49 2.52724 -0.78603 4.42484
H50 1.05901 0.23435 4.42165
H51 2.10334 0.24530 3.01159
H52 0.93910 -1.24719 6.04418
H53 -0.41486 -2.09644 7.92197
H54 -2.12952 -3.85402 7.58908
H55 -2.37710 -4.88671 5.33586
H56 -1.13753 -3.98330 3.37739

Computed properties:
Total charge   -1
LUMO level   2.21 eV
HOMO level   -3.101 eV